{"formula": "C2H6ClN3", "method": "wB97M-V/def2-TZVPD", "species": ["H", "N", "C", "C", "Cl", "N", "N", "H", "H", "H", "H", "H"], "xyz": [[1.59724, 1.87625, -0.91923], [0.76794, 1.89708, -0.17175], [0.54204, 0.70441, 0.08381], [-0.72576, 0.34788, 0.93335], [-1.88086, -0.42485, -0.32045], [1.48841, -0.14098, -0.25927], [1.57739, -1.54217, 0.16910], [-0.87113, -0.30835, 1.85594], [-1.17618, 1.59679, 0.78124], [2.58744, 0.10633, -0.47196], [1.48401, -2.10209, -0.62135], [2.61944, -1.75770, 0.55354]], "forces_ev_per_angstrom": [[-2.037, 0.651, 2.182], [1.117, 3.221, -3.055], [-0.516, -0.984, 3.178], [-1.920, 3.392, -2.695], [0.506, -0.079, 0.588], [6.644, -5.180, -1.166], [2.180, 1.220, 2.683], [0.953, 1.404, -1.278], [1.145, -3.931, 1.752], [-4.462, 0.422, 0.560], [-0.277, -1.086, -1.692], [-3.332, 0.951, -1.058]], "lowdin_charge": [0.107, 0.076, -0.685, -0.424, 0.420, -0.099, 0.000, 0.077, 0.155, 0.208, 0.026, 0.139], "energy_ha": -704.12091, "de_lowest_ev": 3.610, "max_force_ev_per_a": 8.5, "gap_ha": 0.3531, "smiles": "[H]/N=C(/CCl)NN"}



{"formula": "C2H6ClN3", "method": "wB97M-V/def2-TZVPD", "species": ["C", "C", "N", "N", "N", "Cl", "H", "H", "H", "H", "H", "H"], "xyz": [[1.28270, -0.49091, 0.24381], [0.53800, 1.44452, -0.77213], [0.76269, -1.67546, 0.39889], [0.64445, 2.59713, -1.07981], [0.47004, 0.27817, -0.40761], [-2.26429, -0.47631, 0.81207], [2.22601, -0.25161, 0.65209], [1.25693, -2.47200, 0.79548], [-0.14004, -1.88199, 0.03921], [-1.73727, -0.62374, -0.64491], [0.51950, 3.55156, -0.92202], [-3.55874, 0.00064, 0.88494]], "forces_ev_per_angstrom": [[-1.409, -2.072, -0.076], [1.517, 7.779, -1.003], [1.775, -1.229, 1.182], [-0.421, -6.116, 0.581], [-1.679, -0.860, -0.847], [-0.135, 0.064, -1.799], [1.153, 0.358, 0.283], [0.106, 0.291, 0.148], [-0.296, -0.271, -0.487], [-1.615, 0.855, 2.742], [-0.205, 1.755, 0.083], [1.209, -0.553, -0.807]], "lowdin_charge": [-0.079, -0.135, 0.221, 0.367, 0.071, 0.776, 0.175, 0.171, 0.076, 0.174, 0.125, 0.058], "energy_ha": -703.45284, "de_lowest_ev": 3.425, "max_force_ev_per_a": 8.0, "gap_ha": 0.3297, "charge": 2}



{"formula": "C2H6ClN3O", "method": "wB97M-V/def2-TZVPD", "species": ["N", "N", "C", "C", "Cl", "N", "O", "H", "H", "H", "H", "H", "H"], "xyz": [[-1.59418, -0.11788, -1.57022], [-0.58777, 0.73112, -1.12300], [0.10869, 0.26572, -0.11122], [1.20541, 1.05599, 0.45769], [2.81095, 0.45449, -0.11146], [-0.26370, -0.94494, 0.47998], [0.67470, -1.42624, 1.37493], [-2.10144, 0.47122, -2.22280], [-2.29236, -0.47307, -0.88455], [1.07818, 2.12409, 0.09313], [1.19649, 1.09926, 1.52951], [-0.48055, -1.69782, -0.18260], [0.24558, -1.54194, 2.27062]], "forces_ev_per_angstrom": [[-0.912, 0.124, -0.506], [1.526, -0.732, 2.370], [-2.058, 0.073, -1.874], [0.233, 2.040, -0.994], [-0.278, 0.129, 0.241], [-0.575, -0.163, -0.119], [0.383, -0.618, 1.896], [-0.120, -0.471, -0.066], [0.971, 0.480, -0.056], [0.294, -1.428, 0.263], [0.156, -0.324, 0.454], [0.078, 0.542, 0.019], [0.304, 0.348, -1.628]], "lowdin_charge": [-0.036, -0.008, -0.456, -0.516, 0.546, -0.046, -0.083, 0.072, 0.091, 0.101, 0.065, 0.135, 0.135], "energy_ha": -779.41256, "de_lowest_ev": 0.767, "max_force_ev_per_a": 2.9, "gap_ha": 0.3371, "smiles": "N/N=C(/CCl)NO"}



{"formula": "C2H6ClN3O", "method": "wB97M-V/def2-TZVPD", "species": ["N", "N", "C", "C", "Cl", "N", "O", "H", "H", "H", "H", "H", "H"], "xyz": [[1.92023, -0.77403, -0.50719], [0.72383, -1.29535, -0.12529], [-0.10113, -0.31520, 0.06979], [-1.42033, -0.56484, 0.67582], [-2.67035, -0.66058, -0.57300], [0.27140, 0.95600, -0.32245], [-0.77869, 1.89093, -0.23019], [2.57889, -1.51641, -0.61756], [2.25469, -0.01531, 0.08876], [-1.31511, -1.56376, 1.10471], [-1.58984, 0.31598, 1.33938], [0.59095, 0.95591, -1.30501], [-0.46453, 2.58666, 0.40224]], "forces_ev_per_angstrom": [[1.524, -0.100, -1.289], [-1.570, 1.314, 1.390], [0.293, -1.754, -0.754], [0.695, 0.344, 0.257], [-0.523, 0.145, -0.203], [0.171, 1.277, -0.317], [0.048, 0.944, 0.793], [0.454, -0.172, 0.166], [-0.054, -0.232, -0.192], [-0.454, 0.472, 0.486], [-0.494, -1.199, -0.145], [0.116, -0.062, 0.672], [-0.207, -0.976, -0.863]], "lowdin_charge": [-0.039, 0.009, -0.493, -0.538, 0.579, -0.044, -0.081, 0.073, 0.092, 0.077, 0.092, 0.149, 0.125], "energy_ha": -779.40643, "de_lowest_ev": 0.934, "max_force_ev_per_a": 2.5, "gap_ha": 0.3273, "smiles": "N/N=C(/CCl)NO"}